Model 1:
The following is a quantum chemistry calculation of C34H68O14 as an isolated structure, from the OMol25 dataset.

Geometry as XYZ:
```
116
Properties=species:S:1:pos:R:3:mulliken_charge:R:1
O 2.45592 -0.57757 3.24676 -0.37
O -3.05308 0.42443 -5.35724 -0.69
O 3.27092 -5.12857 3.79676 -0.33
O -4.93408 -2.23457 -0.86424 -0.72
O 1.78592 0.31743 -3.71424 -0.35
O 1.69292 5.08443 -0.53824 -0.68
O -3.70708 2.38843 0.30776 -0.58
O -3.13008 -3.11157 0.19776 -0.11
O -4.11208 0.93443 -3.37824 -0.16
O -0.16508 2.10043 3.39976 -0.63
O 2.28192 3.28543 -5.42024 -0.71
O 0.17192 -0.52057 0.27276 0.64
O 3.40692 -4.53157 1.56376 -0.56
O 1.83292 -2.08357 -0.08124 -0.64
C 4.63292 0.09343 4.12176 -1.44
C -0.37808 4.00743 0.32676 -0.58
C 1.94692 3.16743 1.08876 -0.76
C 0.87992 -1.56057 0.57076 0.33
C -3.09008 0.76943 -4.15624 0.35
C 0.50892 0.31243 -0.78324 -1.17
C 1.50592 2.37543 -3.21724 -0.40
C -3.80908 -2.11757 -0.38824 -0.12
C -0.07408 1.67743 -0.36924 0.32
C 3.54392 4.05043 -3.48224 -1.36
C 1.14892 4.08643 0.23576 0.23
C -3.85408 4.56343 -0.96424 -1.38
C 2.40492 3.23843 -4.10624 0.18
C 2.84492 -0.31557 -3.50224 1.16
C 3.01092 -5.24957 2.47776 0.76
C -0.23708 -0.20057 3.96676 1.20
C -3.68508 -4.46957 0.21876 -0.44
C -2.40008 1.16043 3.51076 -1.46
C 2.88792 -1.82157 -3.45924 -1.24
C -4.03208 3.00043 -0.81424 0.39
C -5.50308 0.74743 -3.78024 -1.08
C 2.08592 -6.32857 2.12876 -0.76
C 0.29992 -2.46257 1.63876 0.95
C 3.58792 1.20743 1.99176 0.50
C 4.21492 0.29043 -3.76924 -1.08
C 3.77292 -3.83457 4.29476 0.54
C 3.72192 -3.95457 5.76676 -1.21
C -1.88008 1.33743 -3.57224 -0.67
C -4.37708 2.21743 -2.02724 -1.27
C -2.77808 -5.20357 1.25776 -0.80
C -0.90308 1.09043 3.60976 1.12
C 3.53792 0.20243 3.03176 0.54
C -6.37808 0.67443 -2.63124 -0.61
C -3.05608 -0.91657 -0.39524 1.18
H 4.91192 -0.15057 -3.05324 0.41
H 1.63992 0.48743 -0.84424 -0.06
H 3.42592 2.26443 2.33376 0.21
H 0.19392 -0.01357 -1.73624 1.05
H -0.76108 -2.48957 1.39076 -0.10
H 4.46692 0.35443 -4.76124 0.38
H 4.74492 -3.48957 3.92776 0.27
H 4.14792 4.42343 -4.08424 0.65
H 2.98792 3.27143 0.62176 0.39
H -4.35108 1.07843 -1.48024 0.15
H -2.83608 0.62543 2.62576 0.16
H 2.12392 3.63643 2.02576 0.65
H 4.49392 -0.65157 4.80376 0.35
H -6.35208 1.67943 -2.11524 0.25
H 0.30092 2.42943 -1.00624 0.46
H -6.11208 -0.22757 -2.08424 0.03
H 3.19492 -2.08357 -2.35824 0.21
H -3.65108 -4.80857 -0.72724 0.41
H 5.61592 -0.13057 3.70576 0.36
H -5.60108 -0.15557 -4.21024 0.52
H -5.51808 1.43843 -4.36324 0.69
H 0.80292 -3.59557 1.66676 -0.74
H -4.70008 5.01243 -1.37524 0.44
H 0.56992 -2.02357 2.61376 -0.37
H 2.91692 0.89443 1.16776 -0.52
H -1.86608 1.00743 -2.38124 -0.14
H 4.07292 1.18943 -3.29824 0.11
H 1.26192 -5.95757 1.50776 0.10
H 4.44692 -3.13857 6.27176 0.25
H 3.14292 4.54843 -2.66624 0.30
H 4.56592 1.25543 4.78976 0.26
H 2.02192 -6.98357 2.99076 0.32
H -3.00008 -4.89057 2.30576 0.27
H 1.84392 -2.07557 -3.47224 0.36
H 0.61292 -0.22457 3.54476 -1.52
H -0.63308 3.31543 -0.50624 0.54
H 2.79192 -4.18357 6.22276 0.36
H -1.02208 -0.92357 3.44076 0.18
H 0.39692 2.18943 0.48076 -1.38
H 1.70092 2.09043 1.21776 0.24
H 2.59792 -6.96657 1.23376 0.26
H -3.58408 5.09643 -0.07124 0.39
H -2.20308 -0.99657 -1.00124 0.44
H -2.90708 -0.69057 0.46276 0.06
H 4.13792 -4.94557 5.89676 0.39
H -7.33208 0.27343 -2.78624 0.55
H 3.28592 -2.95157 3.88676 -0.34
H -1.09808 2.11543 -0.46524 -0.23
H 4.57492 1.01043 1.40276 0.35
H -1.65308 -5.15557 1.08776 0.05
H -3.27008 -0.03657 -0.75624 -0.81
H 0.44292 2.50043 -3.30424 0.36
H -0.91108 4.99143 0.26076 0.48
H 1.78492 2.52743 -2.27624 0.10
H -3.57708 2.17743 -2.72924 0.52
H 3.67892 -2.23057 -4.15324 0.39
H -5.33708 2.40543 -2.20324 0.74
H -0.57608 3.72643 1.24776 0.34
H -2.84708 2.04443 3.58776 0.51
H -2.91408 4.59843 -1.50624 0.34
H -2.95708 -6.30057 1.18376 0.40
H -1.78608 2.40943 -3.65724 0.62
H -2.59308 0.33243 4.22576 0.41
H -0.87808 1.14043 -4.02724 0.61
H 4.39292 3.31043 -3.16824 0.22
H -4.92508 -4.58257 0.59876 0.25
H 0.02392 -0.33757 5.08176 0.24
H 1.53492 1.35843 -3.43524 -0.16
```

Calculated values
- M: 700.90 g mol⁻¹
- HOMO: -8.45 eV
- Kohn-Sham gap: 8.48 eV
- E_LUMO: 0.0 eV
- Spin multiplicity: 1


Model 2:
The following is a quantum chemistry calculation of a 10-piece molecular cluster, C34H68O14 overall, from the OMol25 dataset.

Geometry as XYZ:
```
116
Properties=species:S:1:pos:R:3:mulliken_charge:R:1
O 0.08202 -2.01541 -4.95535 -0.59
O -3.85601 0.33632 -1.84363 -0.60
O -1.12600 0.01463 3.77138 -0.49
O 3.49141 3.44293 2.37983 -0.61
O -0.68624 0.58303 -1.27422 -0.57
O 4.63572 -0.01873 -0.79174 -0.57
O 0.63199 -4.29586 1.35427 -0.64
O 3.49020 -4.39647 -7.33398 -0.58
O -4.71847 0.60388 3.01845 -0.56
O -4.25143 0.54549 5.31192 -0.21
O -1.55413 -3.56482 1.67938 -0.20
O -0.92334 2.19405 2.96361 -0.22
O 1.68662 2.37586 -5.97144 -0.64
O 3.98140 -3.30606 -5.36707 -0.23
C -4.03884 1.16247 -0.84827 0.38
C -0.27923 -3.74710 2.05018 0.79
C 2.63550 -3.04237 -5.07383 -0.25
C -1.32114 -3.47925 -3.72049 -1.43
C 0.87448 1.30191 4.38683 -1.88
C -5.12685 1.63902 7.13029 -1.56
C 5.31644 0.43462 0.29984 1.03
C -1.15861 -0.99929 -3.03704 2.43
C -2.97599 -3.09888 -0.07713 -1.89
C -0.37606 -1.17986 0.42806 0.67
C -1.90915 -3.98623 0.41150 -0.29
C 0.14808 -0.12384 -0.50146 1.21
C 1.60381 0.23098 -0.51073 -1.38
C 5.23699 -0.28419 1.62334 -1.32
C 5.97435 1.75153 0.27885 -1.45
C -2.85766 2.00348 -0.14637 -0.12
C 5.74223 -4.14966 -6.52107 -1.02
C -2.07583 2.18850 2.14931 2.00
C 1.38426 2.01429 -4.70712 0.30
C -4.05798 0.19210 3.95639 0.10
C -2.18821 3.71182 1.75842 -1.75
C 2.46648 -2.73184 -3.52418 -0.54
C 2.36029 4.17142 0.29107 -0.60
C 1.53554 4.84125 2.57474 -0.77
C -0.45588 1.05235 3.63871 0.81
C 2.25465 0.82276 -4.09131 -0.05
C 2.55571 4.08810 1.67272 0.80
C 0.16587 2.66417 -4.00131 -0.45
C -5.05839 1.64666 5.65520 0.15
C -2.98392 -0.97971 3.81297 -0.29
C -0.09693 -3.27253 3.45953 -0.98
C -0.77131 -2.16163 -4.04204 0.46
C -5.51564 1.42149 -0.38350 -1.30
C 4.26742 -3.96815 -6.47313 0.72
H -4.29088 1.64916 7.49941 0.52
H -5.92147 0.87763 0.62063 0.16
H -5.39931 0.54053 7.58864 0.26
H 1.27433 4.22508 -0.04453 0.24
H 2.93675 3.24583 -0.13428 -0.04
H -2.53682 -4.76525 0.43846 0.47
H -3.15562 -1.94263 4.33388 0.71
H 5.97827 2.31071 -0.69058 0.30
H -2.55307 -2.06583 0.01082 0.15
H 4.61311 -1.04725 1.51846 0.43
H 1.83345 0.13440 0.63364 0.16
H -1.87390 1.96386 -0.65874 -0.12
H 0.61623 1.89502 5.16340 0.50
H 0.63497 4.27942 2.47196 -0.20
H -2.95407 3.76852 1.09820 0.71
H 0.17989 3.56959 -4.53385 0.47
H 2.32424 -0.27684 -1.08095 0.43
H -0.84807 -4.30936 -4.26949 0.42
H -0.84697 2.03182 -4.04562 0.10
H 6.93326 1.39302 0.22391 0.56
H 6.24984 -0.50170 1.84964 0.42
H -0.47422 -4.06303 4.12878 0.34
H -2.72286 1.23087 0.73120 -0.37
H 1.30512 0.45779 4.84758 0.40
H -0.02202 -1.10949 1.51816 0.09
H -6.04002 1.79279 5.14472 0.29
H -2.23164 -3.65636 -4.06554 0.62
H 1.58855 1.63999 3.74815 0.42
H -5.86398 2.17898 7.57874 0.43
H 2.38443 -2.09943 -5.61483 0.21
H -3.31940 -3.28933 -0.99610 0.71
H -3.20004 1.97610 2.60223 -0.16
H -1.13881 4.04959 1.43017 0.23
H -1.52938 -1.09007 0.64431 -1.47
H -4.30156 2.56368 5.34712 0.11
H 2.96547 5.17796 -0.01627 0.39
H 4.69729 0.32900 2.36724 0.25
H 1.27693 5.82532 2.32553 0.50
H -0.31332 -0.57632 -2.65860 -1.83
H 2.83877 -3.50716 -2.92970 0.60
H 1.91302 5.03962 3.63964 0.27
H -3.11214 2.96941 -0.06945 1.01
H 6.46746 -3.18297 -6.09186 0.23
H -2.33506 4.19063 2.68072 0.56
H 1.04428 -3.25378 3.52586 0.33
H 1.47584 -2.27173 -3.44609 -0.42
H -1.44560 -3.86342 -2.69108 0.09
H 3.02984 -1.88348 -3.34590 0.30
H 1.62090 0.10282 -3.66937 -0.52
H 0.42945 2.75448 -2.96939 -0.03
H -1.16405 -4.12060 -0.47491 0.29
H -5.59640 2.39534 -0.40008 0.45
H -2.13150 -0.75551 4.22697 0.35
H 1.87584 1.19117 -0.87571 0.28
H -0.52202 -2.42132 3.93363 0.12
H -2.87189 -1.03240 2.64123 -0.15
H 5.94982 -3.99453 -7.65945 0.30
H 5.81702 2.39446 1.09350 0.35
H 6.09078 -5.04017 -6.17534 0.30
H 1.85476 -3.81741 -5.26351 0.30
H 2.86581 1.16943 -3.28297 0.40
H -1.93649 -0.26276 -3.59313 0.29
H -0.10288 -2.05302 -0.14612 0.80
H -1.63808 -1.41657 -2.11626 -0.59
H -6.04933 0.90849 -1.23085 0.39
H 2.73642 0.31960 -4.91428 0.42
H -3.74378 -3.13124 0.41821 0.83
H -1.77370 1.62568 1.26969 -1.18
```

Calculated values
- M: 700.90 g mol⁻¹
- HOMO: -9.13 eV
- SMILES string: CCOC(C)=O.CCOC(C)=O.CCOC(C)=O.CCOC(C)=O.CC(C)=O.CC(C)=O.CC(C)=O.CC(C)=O.CC(C)=O.CC(C)=O
- Kohn-Sham gap: 9.22 eV
- E_LUMO: 0.1 eV
- Spin multiplicity: 1


Least stable structure: model 1


Model 1:
The following is a quantum chemistry calculation of one molecule with the formula C3H5ClN2O, from the OMol25 dataset.

Geometry as XYZ:
```
12
Properties=species:S:1:pos:R:3:mulliken_charge:R:1
Cl 0.43153 2.42277 -1.32050 -0.16
O 0.56146 -1.28301 1.18722 -0.48
N 0.16570 -0.18355 0.43399 0.02
N -1.90516 -0.19209 1.63648 -0.63
C 0.67163 -0.24369 -0.87110 -0.15
C 0.80699 0.78576 -1.71379 -0.31
C -1.17169 0.18323 0.67487 0.18
H -1.39745 -0.86861 2.21663 0.27
H 1.18142 0.63419 -2.72999 0.34
H -1.55467 0.90001 -0.08176 0.24
H 1.24591 -0.90842 1.76346 0.36
H 0.96433 -1.24660 -1.19551 0.32
```

Calculated values
- M: 120.54 g mol⁻¹
- HOMO: -9.00 eV
- SMILES string: [H]/N=C\N(O)/C=C\Cl
- Kohn-Sham gap: 9.64 eV
- E_LUMO: 0.6 eV
- Spin multiplicity: 1


Model 2:
The following is a quantum chemistry calculation of one molecule with the formula C3H5ClN2O, from the OMol25 dataset.

Geometry as XYZ:
```
12
Properties=species:S:1:pos:R:3:mulliken_charge:R:1
Cl 0.46770 2.27536 0.07591 -0.22
O 2.71461 0.27824 -0.38378 -0.34
N -2.08358 -0.50454 -0.29653 -0.38
N 2.10653 -0.80496 0.17249 -0.44
C 0.03643 0.61642 0.19076 0.49
C -1.29790 0.52602 0.01835 -0.28
C 0.86986 -0.55596 0.45304 -0.14
H -3.05211 -0.39792 -0.20597 0.20
H -1.75049 -1.43584 -0.30016 0.19
H -1.93995 1.42525 0.02249 0.30
H 3.56919 0.02733 -0.67514 0.33
H 0.35971 -1.44939 0.92855 0.28
```

Calculated values
- M: 120.54 g mol⁻¹
- HOMO: -7.79 eV
- SMILES string: N/C=C(Cl)\C=N/O
- Kohn-Sham gap: 8.53 eV
- E_LUMO: 0.7 eV
- Spin multiplicity: 1


Least stable structure: model 2